1.
C2H2OS | ωB97M-V/def2-TZVPD

The value obtained for the HOMO-LUMO gap is 0.2989 hartree. The spin multiplicity is 1.

Last column: Mulliken charge in e.
Cartesian coordinates (Å):
C 0.60052 1.04740 0.54439  0.032
H 0.31118 1.07784 1.61822  0.348
C -0.43600 1.04461 -0.50622  -0.132
O 1.68955 1.17321 0.08947  -0.422
H -0.17550 0.90139 -1.47082  0.377
S -1.62837 1.95218 0.09407  -0.202

***

2.
C6H14N4 | ωB97M-V/def2-TZVPD

The value obtained for the HOMO-LUMO gap is 0.3151 hartree. The net charge is +2. The spin multiplicity is 1.

Last column: Mulliken charge in e.
Cartesian coordinates (Å):
H -1.23169 -0.18856 1.80769  0.347
H 5.02598 -0.18447 1.18026  0.313
H -2.38667 -1.52983 1.49763  0.373
H -1.99878 2.17710 0.15584  0.267
H -0.60487 -1.47406 0.77484  0.253
H -4.07512 -0.67787 -0.61624  0.398
C -1.52890 -0.92125 1.05426  -0.906
H -0.24733 2.35108 0.19113  0.264
H 1.71548 1.47378 -0.95070  0.450
N 4.13134 -0.39998 0.55359  -0.323
H 3.97570 -1.33847 0.45063  0.194
N -0.84881 0.52434 -0.20361  0.338
C -2.00702 -0.36146 -0.32186  0.216
H -3.70843 0.66956 0.50188  0.395
C -3.48613 0.17394 -0.45006  -1.340
C 2.21174 0.62714 -0.39214  -0.696
N 1.14272 -1.56196 -1.01823  -0.339
H 1.31992 -2.51018 -1.52634  0.370
H -3.25393 0.74806 -1.43152  0.393
H -1.90421 -1.10782 -1.24159  0.299
C 1.63014 -0.51019 -0.81429  0.793
C 3.40197 0.63696 0.28201  -0.111
N -1.06133 1.76702 0.00802  -0.341
H 3.78823 1.61711 0.50880  0.393

***

3.
C55H40N6OPt | ωB97M-V/def2-TZVPD

The value obtained for the HOMO-LUMO gap (alpha / beta) is 0.2074 / 0.2073 hartree. The spin multiplicity is 1.

Last column: Mulliken charge in e.
Cartesian coordinates (Å):
Pt -0.22341 -0.49118 0.82770  1.240
H -3.92375 -1.16400 -3.25743  0.128
C -2.89930 0.87744 0.74724  1.068
C -4.97744 -2.57633 2.04128  -0.276
C -1.52164 0.09267 3.91746  0.971
H -5.32382 -4.25786 -1.41401  0.508
C 2.54627 0.12543 -3.10639  1.287
H -6.95665 -3.31316 2.43526  0.425
H 4.27081 -7.31579 3.75434  0.372
N -0.62720 0.13691 -1.02948  -0.696
N 0.17156 -1.16255 2.66868  -0.378
H -0.89305 -3.42451 -4.78527  0.427
C 4.83643 0.19382 -3.94649  -1.132
C 1.03778 -2.16110 2.97878  0.934
C 2.51638 -4.09462 2.53391  -1.040
H -3.03116 -1.95115 1.35960  0.349
C -1.89201 -3.10799 -4.49333  -1.749
H 5.23708 1.51478 -5.59443  0.382
C 4.49375 1.12856 -4.90935  -0.359
C 0.22627 0.12688 -2.09239  0.336
H 5.85779 -0.15648 -3.86711  0.387
H 2.01965 -7.43851 2.74180  0.406
C -4.28690 -2.16395 -3.00627  -0.983
C 1.01915 -2.39074 4.39233  -1.441
H 0.89586 -5.36702 1.96229  0.612
O -1.24943 -3.41618 0.35258  -0.663
C 2.51619 -6.48197 2.84486  -0.817
H -5.09982 -2.05741 -2.29587  0.482
H -2.62163 -3.75693 -4.98004  0.387
C -5.42673 2.84790 -2.75801  -0.856
C -1.68955 -3.23897 -0.77206  0.498
C 1.54959 -0.34428 -2.09321  0.420
H -2.04602 -2.09099 -4.85714  0.289
H -4.86792 -2.11248 3.01388  0.358
H -4.60140 -0.21692 7.38546  0.399
C 1.92907 -1.30135 -1.11197  0.152
H 4.27579 -3.06795 3.19438  0.494
N -3.02747 -2.93940 -1.04917  1.165
H -3.92907 1.66612 3.78132  0.558
H -2.64269 0.94323 -3.53728  0.732
H -0.15853 0.46351 -4.28629  0.819
C -4.20134 1.35506 -1.30142  -0.161
C 4.41449 -5.18535 3.54151  -0.800
C -4.08602 -3.06882 -0.12871  -0.336
C 1.96237 -2.52001 0.72871  0.352
C -2.22217 0.58362 2.82378  0.574
H -3.33565 3.03195 -2.31812  0.521
C 2.24847 1.13244 -4.03798  -0.495
C -4.24060 2.46061 -2.15066  -0.190
C 1.81413 -2.87096 2.05122  1.069
C -3.88456 1.48097 1.60422  -1.347
H -0.01693 -3.54162 -2.22645  0.593
C -3.45605 1.31725 2.87810  -1.416
C -0.53476 0.48680 -3.27885  -2.187
H -3.80180 -0.75058 5.10909  0.544
H 1.28082 1.60146 -4.04902  0.643
C 3.19477 1.60898 -4.92991  -1.163
C -3.94609 -2.47475 1.12290  -0.177
C -6.27580 -3.84760 0.47300  -0.706
C 3.78034 -6.41314 3.41267  -0.373
C -0.42129 -0.76348 3.83180  0.449
H -3.26205 1.25829 8.85286  0.381
H -4.77141 1.99063 1.26767  0.562
H 5.40182 -5.12694 3.98161  0.394
H -5.37627 -0.19066 -0.39015  0.559
C -1.26618 1.24318 6.11779  -0.064
H -1.12171 2.18863 8.03429  0.388
C -1.71324 1.54493 7.39575  -0.780
C -1.06213 -3.33205 -2.06956  -1.092
C -5.39110 0.66655 -1.05178  -0.175
N -3.25075 -3.00086 -2.42605  -0.155
C 1.88325 -5.32727 2.40789  0.135
C -1.85882 0.56073 -1.46247  0.984
H -4.67507 -2.65000 -3.90007  0.337
C -2.91464 1.02440 7.85474  -0.404
H 3.32306 -2.63149 -2.26898  0.811
H -7.48448 0.49977 -1.45602  0.452
H -7.52215 2.44522 -2.99156  0.397
C -6.14892 -3.24911 1.71771  -0.709
H -0.15164 -1.40377 5.95777  0.470
N 1.40436 -1.41325 0.12438  -0.290
H -0.32731 1.64598 5.75767  0.478
C -5.24098 -3.77460 -0.44879  -0.093
H -7.17981 -4.38610 0.21841  0.414
C 2.81866 -2.42522 -1.34117  -1.650
C -3.66739 0.19989 7.03059  -0.932
C 2.81415 -3.18050 -0.22146  -0.989
H 2.91291 2.38362 -5.63192  0.391
C -3.22210 -0.09851 5.75151  0.286
H -5.43735 3.71093 -3.41148  0.424
N -1.90450 0.35529 1.50474  -0.555
H 4.22680 -0.95080 -2.28348  0.669
C -6.57589 1.05346 -1.65728  -0.955
C -1.80615 0.70851 -2.89951  -1.229
C -6.59709 2.14194 -2.51822  -0.563
C 0.13236 -1.51112 4.92382  -1.214
C -2.01900 0.42202 5.28295  -0.537
H 1.60403 -3.13519 4.90750  0.480
C 3.89037 -0.28190 -3.05420  -0.592
C -2.02004 -3.16235 -3.01219  0.554
C 3.78475 -4.02937 3.10193  0.227
H 3.33995 -4.10369 -0.03877  0.573
C -2.93643 0.89683 -0.66316  1.022

***

4.
C3H5N5 | ωB97M-V/def2-TZVPD

The value obtained for the HOMO-LUMO gap is 0.3873 hartree. The spin multiplicity is 1.

Last column: Mulliken charge in e.
Cartesian coordinates (Å):
H -1.50565 -0.99151 -1.45372  0.275
C -0.71617 -0.18364 0.60167  0.646
H -0.68720 -2.13600 -0.47671  0.279
C 2.14031 1.10083 -0.87567  0.120
H -2.31181 -1.55996 0.13218  0.293
N 0.52379 0.40905 0.26104  0.835
N 1.16501 1.27292 1.05427  -0.436
N -1.21732 0.29713 1.71410  -0.602
N 1.07623 0.33204 -1.00598  -0.704
C -1.32047 -1.25396 -0.37224  -0.917
H -2.07714 -0.16656 1.88202  0.240
H 2.71407 1.27732 -1.81363  0.370
N 2.21635 1.60235 0.35266  -0.398